Molecular formula: C66H148F18N7O26
Method: DFT, wB97M-V/def2-TZVPD

ORCA input file:
```
! wB97M-V def2-TZVPD RIJCOSX def2/J DEFGRID3
* xyz 1 1
C 0.03190 -0.76901 5.39693
O -0.99671 0.06431 4.82643
O 0.44749 -1.63165 4.40993
C 1.06364 0.07244 6.07340
F 1.86658 -0.74852 6.81112
F 1.67765 1.08103 5.42006
F 0.49099 0.71130 7.11428
C -2.18301 0.35011 5.45840
C -2.84037 1.42984 4.59496
H -2.80505 1.04075 3.57738
H -3.85078 1.57167 4.97846
H -2.24462 2.34259 4.58587
H -2.09551 0.95326 6.36209
H -2.89034 -0.43394 5.72865
H -0.36016 -1.30190 6.26320
C -7.87571 2.85832 2.01783
O -8.41353 3.00522 3.32953
O -8.42404 3.88536 1.23738
C -6.27034 2.81891 2.07150
F -5.78009 2.21370 3.14832
F -5.62118 2.30577 0.98665
F -5.76529 4.09653 2.28998
C -8.85043 1.87664 4.13110
C -8.94923 2.35460 5.49062
H -7.98413 2.77988 5.76593
H -9.71208 3.13213 5.45032
H -9.31201 1.66738 6.25498
H -8.05409 1.14267 4.25452
H -9.75685 1.32774 3.87578
H -8.29578 1.97054 1.54507
C 3.32808 1.71056 -0.01118
O 2.61030 1.00162 -0.99532
O 2.43156 1.89953 0.97251
C 4.78635 1.12428 0.27747
F 4.72413 -0.11514 0.81989
F 5.52258 1.02679 -0.81274
F 5.42581 1.80253 1.21342
C 3.09332 1.09365 -2.33793
C 2.07651 0.38478 -3.27592
H 1.05597 0.76214 -3.21109
H 2.35013 0.39802 -4.33094
H 1.93390 -0.66444 -3.01725
H 4.01890 0.57828 -2.59443
H 3.20729 2.12237 -2.67981
H 3.54548 2.67468 -0.47086
C 1.68185 6.71044 -3.25911
O 0.57337 5.76930 -3.10192
O 2.10414 7.03744 -1.93816
C 2.72174 6.30372 -4.41164
F 3.37872 5.20593 -4.27061
F 2.19352 6.16896 -5.63283
F 3.58407 7.16711 -4.67501
C 0.69699 4.33192 -3.29322
C -0.30272 3.59394 -2.49556
H -0.31199 3.97279 -1.47355
H -1.31643 3.66051 -2.89061
H -0.20467 2.50837 -2.49747
H 1.68421 4.00390 -2.96780
H 0.53352 4.01196 -4.32230
H 1.13033 7.57391 -3.63107
C 5.69819 -3.53715 -3.71100
O 6.50340 -2.38965 -3.88154
O 6.69886 -4.55105 -3.76551
C 4.80876 -3.45216 -2.36888
F 5.41450 -3.51124 -1.18530
F 4.10211 -2.38586 -2.29506
F 3.86550 -4.39882 -2.32468
C 5.91030 -1.30945 -4.61739
C 6.82211 -0.10087 -4.49434
H 6.54896 0.58719 -5.29437
H 6.59686 0.45671 -3.58524
H 7.84332 -0.45387 -4.63795
H 4.85853 -1.13793 -4.38836
H 5.93848 -1.43257 -5.70004
H 5.13392 -3.63709 -4.63821
C -7.75785 0.76562 -2.72900
O -8.35469 0.89213 -3.96416
O -8.80202 0.79275 -1.74678
C -6.70663 -0.44793 -2.74567
F -7.08402 -1.66262 -3.10025
F -5.72937 -0.04177 -3.57247
F -6.07454 -0.58010 -1.56925
C -8.53845 2.19356 -4.49866
C -9.40714 1.93408 -5.74357
H -10.37145 1.70300 -5.29102
H -9.41680 2.84148 -6.34742
H -9.13912 1.16052 -6.46319
H -7.67730 2.80568 -4.76668
H -9.11230 2.86420 -3.85909
H -7.01129 1.54937 -2.60056
C -5.40231 -1.65212 -9.72570
O -4.68406 -0.86452 -8.85171
C -4.01704 0.13202 -9.55951
C -2.68985 0.29999 -8.97052
N -2.65298 0.17021 -7.41052
H -2.97410 1.02097 -6.97098
H -3.18120 -0.59022 -7.00699
C -1.17179 -0.04277 -6.87548
C -1.25023 -0.15384 -5.35946
O -2.29774 -0.98160 -4.95771
C -2.61594 -0.88852 -3.56963
H -6.07745 -2.16613 -9.04154
H -4.63732 -2.38879 -9.97104
H -5.90903 -1.18018 -10.56748
H -4.52796 1.06630 -9.32676
H -3.99582 -0.08285 -10.62791
H -2.09162 1.19099 -9.16109
H -2.14699 -0.51822 -9.44374
H -0.42691 0.69866 -7.16452
H -1.01089 -0.98989 -7.39041
H -1.51667 0.82549 -4.96195
H -0.29233 -0.47560 -4.95082
H -2.96441 -1.83548 -3.15740
H -3.38691 -0.13203 -3.42327
H -1.83637 -0.63601 -2.85088
C -3.19844 -2.57635 0.05354
O -2.63255 -2.67639 1.33187
C -3.19717 -3.65019 2.24420
C -2.22558 -3.79602 3.41650
N -0.80427 -3.86876 2.91910
H -0.51840 -2.95876 2.58703
H -0.23332 -3.77098 3.74647
C -0.32242 -5.14030 2.22627
C -0.92365 -5.36978 0.82590
O -0.71263 -4.25611 -0.05020
C -0.88907 -4.70159 -1.38521
H -4.16989 -2.08218 0.06598
H -3.22012 -3.60151 -0.31617
H -2.64241 -1.94662 -0.64099
H -3.41966 -4.66085 1.90193
H -4.19691 -3.30622 2.50937
H -2.53602 -4.72092 3.90260
H -2.32320 -2.94012 4.08434
H -0.25520 -5.95319 2.94932
H 0.69721 -4.94700 1.89298
H -1.94933 -5.72941 0.74386
H -0.35293 -6.23202 0.48108
H -0.05994 -5.21396 -1.87319
H -1.09025 -3.78854 -1.94553
H -1.83277 -5.16953 -1.66551
C 6.46222 -7.33152 4.28451
O 5.94694 -6.28421 5.09461
C 4.58990 -6.45963 5.43737
C 4.14905 -5.53280 6.63534
N 4.16866 -3.94925 6.32129
H 4.08703 -3.67585 7.29015
H 5.09730 -3.61367 6.10892
C 3.24580 -3.24232 5.33277
C 3.96756 -1.93846 4.81840
O 5.19598 -2.36485 4.19616
C 6.06364 -1.28056 3.90350
H 6.23436 -7.00609 3.26949
H 6.09692 -8.34293 4.46255
H 7.54847 -7.24200 4.29756
H 4.21459 -7.44316 5.72005
H 3.96398 -6.38739 4.54793
H 4.89642 -5.63096 7.42266
H 3.19153 -5.80981 7.07640
H 2.25122 -3.07897 5.74774
H 3.10952 -3.72164 4.36334
H 4.03476 -1.23166 5.64545
H 3.45194 -1.52535 3.95147
H 5.61364 -0.36287 3.52478
H 7.01124 -1.57393 3.45172
H 6.38215 -0.89394 4.87158
C 3.50330 -3.32405 1.31463
O 2.12877 -2.73920 1.34865
C 1.74989 -2.09330 0.07193
C 0.37252 -1.28561 0.24938
N 0.61838 -0.26072 1.36170
H 0.89254 -0.85185 2.13338
H 1.40344 0.32350 1.11174
C -0.51117 0.60727 2.00230
C -1.12527 1.49820 0.75252
O -1.80914 0.70749 -0.22439
C -3.13346 0.78084 -0.30633
H 3.72130 -3.70330 2.31300
H 4.32150 -2.65161 1.05681
H 3.54546 -4.10692 0.55738
H 1.72230 -2.88212 -0.67982
H 2.62748 -1.47805 -0.12661
H -0.48034 -1.92534 0.47627
H 0.05012 -0.84957 -0.69614
H -0.05674 1.19078 2.80299
H -1.24951 -0.09098 2.39650
H -0.46716 2.06293 0.09218
H -1.65840 2.34440 1.18587
H -3.50540 -0.14084 -0.75385
H -3.42768 1.74535 -0.72014
H -3.55903 0.78679 0.69714
C -7.99549 8.75250 1.70480
O -7.19771 7.93027 0.92880
C -6.31474 7.19440 1.69485
C -5.66302 6.40506 0.57042
N -6.71230 5.63431 -0.36962
H -7.25352 5.03550 0.23751
H -7.39470 6.16355 -0.89338
C -6.02160 4.58694 -1.25517
C -5.05355 5.19232 -2.24939
O -3.83511 5.47757 -1.57958
C -2.71799 5.80725 -2.27342
H -8.67614 9.41361 1.16837
H -7.38483 9.43238 2.29892
H -8.59051 8.24091 2.46132
H -6.90114 6.45024 2.23381
H -5.74008 7.67614 2.48592
H -5.00195 5.60860 0.91207
H -5.01108 7.06616 -0.00056
H -6.90991 4.08830 -1.64295
H -5.57969 3.82314 -0.61531
H -5.34199 6.03786 -2.87385
H -4.70248 4.53149 -3.04195
H -1.83955 5.56591 -1.67493
H -2.67389 6.89019 -2.38912
H -2.80373 5.36622 -3.26653
C -2.08518 6.42120 2.39136
O -0.76981 5.99865 2.37359
C -0.19775 5.64473 1.06649
C 0.92094 4.62628 1.37527
N 1.62259 4.95946 2.71013
H 2.22653 5.76880 2.69222
H 0.79055 5.21485 3.22256
C 2.32008 3.76606 3.47552
C 2.48691 4.01387 4.99037
O 1.36098 4.62128 5.51746
C 0.95355 3.98445 6.72099
H -2.10344 7.33585 1.79877
H -2.48200 6.75307 3.35078
H -2.62789 5.56092 1.99957
H 0.37284 6.40969 0.53985
H -0.88178 5.24504 0.31787
H 1.64765 4.45545 0.58104
H 0.47217 3.68201 1.68359
H 3.30075 3.80499 3.00130
H 1.92381 2.75667 3.36512
H 3.29605 4.73911 5.07646
H 2.93886 3.16799 5.50837
H 0.12100 4.53319 7.16129
H 1.72764 4.10185 7.47935
H 0.50631 3.00085 6.57750
C 7.43131 -4.39899 2.73527
O 8.29454 -5.37868 2.05728
C 7.85062 -5.87818 0.77063
C 8.67413 -6.99104 0.30940
N 7.97809 -7.83178 -0.70935
H 8.68866 -8.52215 -0.90577
H 7.09726 -8.13254 -0.31722
C 7.72111 -7.23581 -2.15847
C 8.98648 -6.77645 -2.89640
O 9.75174 -7.98026 -3.16941
C 11.15888 -7.73189 -3.48230
H 6.42404 -4.80053 2.84604
H 7.27522 -3.46910 2.18842
H 7.76481 -4.16560 3.74641
H 8.09594 -5.05074 0.10485
H 6.77601 -6.05462 0.72384
H 8.69948 -7.80607 1.03273
H 9.73366 -6.81496 0.12368
H 7.08428 -6.36253 -2.01732
H 7.06004 -7.94016 -2.66342
H 9.53006 -6.09194 -2.24518
H 8.74632 -6.37931 -3.88265
H 11.26968 -7.33031 -4.48955
H 11.72683 -8.64003 -3.68432
H 11.70973 -7.18593 -2.71641
*
```

Output
ΔE to the lowest compared entry with this formula, charge and spin	3.571	eV
orbital gap	3.196	eV
HOMO level	-6.161	eV
E	-183384.9676	eV